# 1
C21H36B3N10O8PS as an isolated structure. Source: the OMol25 dataset; level of theory: ωB97M-V with the def2-TZVPD basis set.

LUMO energy   -1.580 eV
Electronic energy   -2785.5688 hartree
Orbital gap   6.8837 eV
HOMO level   -8.5 eV

```
80
Properties=species:S:1:pos:R:3:forces:R:3
O 2.777110 -1.296039 0.637620 0.07 -0.03 0.06
N 2.390306 -1.807202 -0.327207 -0.07 -0.41 0.40
O 2.886861 -1.154712 -1.505678 -0.15 0.73 -0.25
B 1.955994 -0.156461 -1.895849 1.43 -0.92 -0.71
O 0.934688 -0.528329 -2.720574 -0.45 0.52 1.25
B -0.143270 0.327415 -2.401885 -1.02 -0.18 -1.61
C -1.502320 -0.135417 -1.790811 0.26 0.69 -0.35
C -2.679055 0.861809 -1.987964 0.22 -0.39 1.04
C -3.412620 1.127502 -0.640869 0.03 -1.01 -0.81
S -4.934577 0.100061 -0.652397 -0.28 0.14 0.28
O 0.144040 1.696667 -2.596513 0.01 -0.55 1.09
B 1.086108 1.983858 -1.639210 0.17 0.95 -0.67
P 0.772898 3.606145 -0.632374 0.28 0.53 0.79
O 1.990540 4.251009 -0.145102 0.43 0.17 -0.11
O -0.204790 3.192797 0.595610 0.18 -0.30 -1.02
O -0.144890 4.541886 -1.544175 0.04 -0.60 0.05
O 2.149216 1.125267 -1.417619 -0.83 -0.20 0.36
H -1.740772 -1.149992 -2.095378 -0.08 -0.16 0.00
H -1.325183 -0.179024 -0.707439 0.25 -0.22 0.06
H -2.382397 1.806104 -2.420078 0.29 0.10 -0.08
H -3.366220 0.405220 -2.687061 -0.19 0.15 -0.20
H -2.815221 0.849295 0.219723 0.10 0.08 0.11
H -3.662096 2.169572 -0.563694 -0.33 0.21 0.19
H -4.725648 -0.784050 0.343569 0.24 0.35 -0.07
H 0.262437 2.505346 1.088814 -0.24 0.11 0.47
H -0.654377 3.999917 -2.165921 -0.25 0.16 -0.02
C 3.775515 -3.706208 2.918764 -0.02 -0.17 0.05
C 3.072522 -4.943187 3.257314 0.56 0.99 -0.28
N 2.524262 -5.906050 3.521018 -0.50 -0.89 0.30
H 4.848799 -3.884322 2.905299 0.01 0.00 0.01
H 3.459555 -3.358297 1.939762 -0.03 0.00 0.00
H 3.551706 -2.939516 3.657158 0.01 0.03 -0.01
C -5.738484 5.373880 -1.450626 0.07 -0.11 -0.03
C -4.958073 4.276036 -2.018398 -0.64 0.89 0.43
N -4.351495 3.418853 -2.460919 0.44 -0.60 -0.54
H -6.574591 5.607646 -2.106060 -0.01 0.01 0.00
H -6.119057 5.085379 -0.473079 0.00 0.00 0.01
H -5.109140 6.254704 -1.344224 0.00 0.01 0.01
C -0.769985 4.309378 4.515920 -0.04 -0.06 -0.09
C -1.630657 3.566180 3.596946 0.70 0.57 0.77
N -2.296544 2.986655 2.876838 -0.64 -0.58 -0.66
H -1.379574 4.820579 5.257859 0.00 0.00 0.01
H -0.092857 3.624000 5.022544 -0.04 -0.05 0.01
H -0.190319 5.044730 3.961050 0.00 0.01 -0.01
C -6.654625 0.818138 -4.466819 0.07 -0.10 0.13
C -6.783183 -0.417836 -3.696311 0.12 1.32 -0.86
N -6.875864 -1.376396 -3.094337 -0.20 -1.30 0.72
H -5.741296 1.338309 -4.177892 0.00 0.01 0.01
H -6.614293 0.586503 -5.529069 0.00 0.01 -0.01
H -7.509733 1.462392 -4.272856 0.00 0.01 0.00
C 5.564467 1.049496 0.823922 0.03 0.04 0.13
C 6.074458 1.188166 2.187840 -0.41 -0.08 -1.10
N 6.466453 1.295689 3.252189 0.34 0.05 1.00
H 5.146321 0.054384 0.690776 -0.02 0.00 -0.04
H 4.786380 1.789154 0.642460 -0.01 0.01 -0.02
H 6.371199 1.197824 0.109222 0.00 0.01 0.00
C 3.440970 -3.463188 -4.148526 -0.13 -0.08 -0.07
C 2.525769 -4.173343 -5.041564 0.74 0.56 0.71
N 1.813744 -4.726368 -5.737746 -0.66 -0.49 -0.65
H 2.884255 -3.019275 -3.326130 0.00 0.03 0.01
H 4.177762 -4.156267 -3.747871 0.01 0.00 0.00
H 3.954206 -2.676294 -4.697411 0.01 0.01 0.00
C 2.052831 -7.893396 6.452599 -0.01 -0.19 0.04
C 1.939962 -9.213207 7.074270 0.09 1.07 -0.48
N 1.852041 -10.240643 7.558588 -0.08 -0.94 0.45
H 2.896540 -7.356263 6.880542 0.01 0.01 -0.01
H 2.205150 -7.998090 5.380809 -0.01 0.06 -0.02
H 1.142064 -7.324918 6.627029 -0.01 0.01 -0.02
C 2.215912 -0.807979 6.406780 -0.09 0.11 -0.03
C 1.153911 0.152026 6.108102 0.83 -0.77 0.24
N 0.323639 0.896338 5.875755 -0.73 0.76 -0.25
H 2.145810 -1.122289 7.445664 0.01 -0.01 0.01
H 2.113429 -1.679750 5.763552 -0.01 -0.01 0.01
H 3.187066 -0.346902 6.237290 0.01 0.00 0.00
C 0.075765 1.531178 -6.543101 -0.12 -0.01 0.09
C -1.103918 1.525072 -5.678772 0.94 0.00 -0.70
N -2.022055 1.520389 -5.003502 -0.80 -0.04 0.53
H 0.921495 1.956922 -6.006710 0.01 0.01 0.00
H 0.316902 0.513357 -6.842759 0.00 -0.01 -0.01
H -0.121898 2.128005 -7.430717 0.01 0.00 -0.01
```
Positions in Å, forces in eV/Å.

Mulliken population analysis, charges in e, atoms 1 to 8: number 1, O, carries -0.137; number 2, N, carries 0.137; number 3, O, carries -0.316; number 4, B, carries 0.075; number 5, O, carries -0.243; number 6, B, carries 0.627; number 7, C, carries -0.964; number 8, C, carries -0.239

---

# 2
C21H36BF2FeN7O6P2 as an isolated structure. Source: the OMol25 dataset; level of theory: ωB97M-V with the def2-TZVPD basis set.

LUMO energy (spin up / spin down)   2.634 / 1.583 eV
Electronic energy   -3827.9023 hartree
<S²>   8.762
Spin multiplicity   6
Orbital gap (spin up / spin down)   7.0151 / 6.0149 eV
Charge   -1
HOMO level (spin up / spin down)   -4.4 / -4.4 eV

```
76
Properties=species:S:1:pos:R:3:forces:R:3
Fe 0.253919 -0.088168 1.128289 -0.36 0.67 0.38
C 1.264867 3.465960 -1.269603 -0.92 0.86 -2.11
C 1.286492 2.619061 -0.097946 0.56 -1.58 2.41
O 0.179317 1.831403 0.184703 0.56 1.01 -0.47
C 2.464153 2.556801 0.631646 -1.27 -0.45 -0.93
C 2.757275 1.714687 1.782197 -0.10 -1.29 1.61
C 4.119579 1.868482 2.465776 -0.23 0.38 0.90
N 1.878700 0.868123 2.309950 0.23 2.22 -3.86
N 2.115797 0.234733 3.439228 -0.77 -1.85 2.58
C 1.029417 -0.495622 3.770388 -1.20 1.59 -0.29
O -0.050243 -0.645154 3.057328 1.54 -0.01 0.00
C 0.825119 -0.958274 5.174861 -0.31 -1.37 0.16
C 1.443058 -0.364559 6.270360 -0.63 -0.67 -0.28
C 1.268638 -0.967082 7.517685 -0.20 -0.21 -0.29
C 0.461339 -2.101216 7.727718 0.51 0.18 0.19
C -0.231676 -2.663170 6.644995 1.05 0.93 -0.23
C -0.068230 -2.056604 5.373126 -0.25 0.12 0.21
H 1.033806 2.815724 -2.157404 -0.05 0.68 0.64
H 2.272832 3.868041 -1.430932 -0.43 0.21 0.04
H 0.488317 4.289712 -1.211481 0.87 -0.92 -0.09
H 3.278578 3.176078 0.209859 -0.47 -0.53 0.61
H 4.076976 2.782177 3.147726 0.24 -1.01 -0.88
H 4.975199 1.949631 1.772687 -0.56 0.23 0.09
H 4.303176 0.991955 3.119749 -0.21 0.56 -0.38
H 1.951816 0.581252 6.098024 0.36 -0.40 0.27
H 1.862516 -0.559633 8.299961 0.06 0.27 0.92
H 0.391354 -2.550872 8.753543 0.11 0.46 -1.15
H -0.737338 -3.603222 6.850614 -0.45 0.33 -0.52
H -0.709062 -2.319593 4.504976 0.84 -0.19 0.65
C 1.779619 -0.708612 -2.665581 -0.21 -0.56 -0.41
N 1.503994 -2.123596 -2.288514 -0.23 0.63 0.95
C 1.168882 -3.110486 -3.288765 0.85 0.65 -1.56
P 0.902530 -2.318385 -0.719465 -0.62 -1.68 -0.92
O 1.586142 -1.283147 0.102308 0.49 0.82 0.78
O -0.592345 1.456834 -3.146878 -0.23 -0.07 -0.53
P -1.886783 1.949121 -2.643676 -1.62 0.03 1.95
O -1.949847 2.321823 -1.103784 0.05 0.77 -2.22
N -2.400162 3.269612 -3.603551 -1.72 -0.60 1.82
C -1.827708 3.537330 -4.866870 0.20 0.16 -1.17
C -3.667908 4.006925 -3.335388 0.35 -0.58 -0.09
N -3.157870 0.853137 -2.562276 -0.25 -0.01 0.48
C -3.491414 -0.000739 -3.638834 0.58 1.18 -2.26
C -4.172891 0.705206 -1.508176 1.90 -0.50 0.52
N 1.322544 -3.917977 -0.341218 3.10 1.17 -1.41
C 2.818731 -4.144453 -0.562937 -1.96 -1.00 -0.84
C 0.631461 -4.853871 0.469562 -1.94 1.35 2.20
H 0.894858 -0.057341 -2.692292 0.02 -0.35 0.09
H 2.178503 -0.761944 -3.671388 0.22 0.19 -0.25
H 2.514386 -0.261426 -2.000935 0.05 -0.17 0.08
H 2.067181 -3.618760 -3.752921 -0.53 0.66 0.56
H 0.601403 -2.668570 -4.143505 0.15 -0.33 0.72
H 0.620487 -3.874931 -2.800095 -0.76 -0.79 0.15
H -1.154357 2.701014 -5.051910 0.12 0.20 -0.57
H -1.224971 4.459440 -4.810569 -0.19 -0.05 -0.51
H -2.637520 3.623469 -5.687442 1.30 -0.15 1.10
H -4.144487 4.314973 -4.305493 0.53 -0.22 0.89
H -3.460859 4.867897 -2.702156 -0.07 0.33 -0.18
H -4.405683 3.409863 -2.777281 0.35 -0.14 -0.22
H -2.630466 -0.112944 -4.323676 -0.34 -0.29 0.30
H -4.304774 0.429255 -4.238401 -0.15 0.13 -0.27
H -3.882572 -0.929252 -3.321217 0.07 -1.29 0.59
H -5.166766 0.911688 -1.811459 -1.08 0.54 -0.82
H -3.894532 1.352404 -0.702755 -0.08 0.12 0.63
H -4.170948 -0.344473 -1.172655 0.09 0.34 0.08
H 3.055798 -3.529689 -1.435644 0.41 -0.36 0.23
H 2.892541 -5.230431 -0.804282 0.35 0.75 0.07
H 3.463205 -3.892871 0.261142 0.03 0.18 0.58
H 0.214239 -4.263599 1.395636 0.38 -1.48 -1.45
H 1.249513 -5.657197 0.861272 0.35 0.15 -0.15
H -0.189061 -5.302551 -0.097986 -0.14 -0.03 0.31
O -3.131332 -2.493482 -0.478811 0.08 -0.01 0.12
C -2.263127 -1.757383 -0.108676 1.20 1.23 0.21
N -1.398703 -0.978959 0.208479 -0.84 -1.46 -0.46
F -2.003816 1.613415 1.092878 0.69 1.01 -0.57
B -1.301895 2.418632 0.150906 0.99 -0.26 1.33
F -1.138927 3.754406 0.557233 -0.43 -0.41 -0.07
```
Positions in Å, forces in eV/Å.

Mulliken population analysis, charges in e, atoms 1 to 8: number 1, Fe, carries 0.599; number 2, C, carries -1.283; number 3, C, carries 1.284; number 4, O, carries 1.137; number 5, C, carries -1.365; number 6, C, carries 0.667; number 7, C, carries -1.414; number 8, N, carries 1.030